Below is a 3-piece molecular cluster, C3H11O2S overall, with properties calculated with ωB97M-V with the def2-TZVPD basis set.

## Properties
- Net charge: -1
- Gap between HOMO and LUMO: 7.134 eV

```
17
Properties=species:S:1:pos:R:3:forces:R:3
C 0.1259 -1.6231 -1.0259 0.105 1.752 0.264
C -1.2806 -1.3113 -0.4843 0.328 -1.511 -1.351
C -1.2424 -1.1736 1.0332 0.485 0.111 0.523
S -0.6805 0.4770 1.7395 -0.431 -1.101 -0.566
H 0.6230 -2.3962 -0.4470 -0.177 -0.489 -0.231
H 0.1066 -1.7941 -2.1089 0.212 -0.191 0.254
H 0.7130 -0.7270 -0.8048 0.325 -0.087 -0.400
H -1.7928 -2.2333 -0.8363 -0.570 0.234 0.802
H -1.7445 -0.5313 -1.1198 0.287 0.147 0.904
H -2.1993 -1.4363 1.4710 -0.338 0.174 0.028
H -0.5489 -1.9775 1.3927 -0.399 0.599 -0.202
H 1.3904 1.6756 -1.6184 0.418 0.562 -0.640
H 1.7021 0.5751 -2.5096 0.135 -0.136 -0.492
O 1.6074 1.5307 -2.5795 -0.390 -0.310 0.700
H 0.8087 0.9204 0.4243 0.551 1.003 -0.107
H 1.8748 1.9044 0.8741 0.140 0.238 0.070
O 1.5669 1.5290 0.0489 -0.681 -0.995 0.444
```
Positions in Å, forces in eV/Å.

These are the Löwdin partial charges, in e, on atoms 1 to 6: -0.149 -0.363 -0.697 0.240 0.063 0.067

***

Below is a 2-piece molecular cluster, C3H3F2N overall, with properties calculated with ωB97M-V with the def2-TZVPD basis set.

## Properties
- SMILES: C=C(F)F.C#N
- Gap between HOMO and LUMO: 11.073 eV

```
9
Properties=species:S:1:pos:R:3:forces:R:3
C -0.0025 0.3845 0.9866 -2.342 1.870 0.296
C -0.0876 -0.8769 1.3442 1.739 -1.763 -0.035
F 1.0007 -1.6955 1.3620 -0.989 0.693 -0.028
F -1.1377 -1.6264 1.7091 0.663 1.297 -0.352
H 0.9175 0.9703 0.6611 -1.464 -1.346 0.681
H -1.0507 0.9058 1.0996 2.399 -0.743 -0.487
C 0.2343 0.6647 -2.4155 -1.033 -1.146 0.108
N -0.1180 -0.4259 -2.4424 0.496 -0.013 -0.157
H 0.2440 1.6994 -2.3048 0.530 1.151 -0.025
```
Positions in Å, forces in eV/Å.

These are the Löwdin partial charges, in e, on atoms 1 to 6: 0.037 -0.434 0.067 0.106 0.094 0.113

***

Below is a 2-piece molecular cluster, C26H40F11N5O7PS2 overall, with properties calculated with ωB97M-V with the def2-TZVPD basis set.

## Properties
- Net charge: +1
- Gap between HOMO and LUMO: 7.126 eV

```
92
Properties=species:S:1:pos:R:3:forces:R:3
C -3.7718 1.6449 -1.7159 0.049 0.103 -0.103
C -2.3944 0.9925 -1.8706 -0.082 0.110 0.006
O -1.3541 1.9718 -1.9862 0.132 -0.121 0.098
C -2.2728 0.0915 -3.0969 0.157 -0.009 0.222
N -1.1310 -0.8084 -2.9710 -0.162 0.118 -0.126
C -1.4330 -2.1640 -2.5278 0.393 -0.030 0.094
C -0.1727 -2.7985 -1.9253 -0.131 0.158 -0.093
O -0.1774 -2.6779 -0.4898 0.243 -0.011 -0.042
C 0.0748 -1.3637 -0.1100 0.005 0.477 0.240
C -0.6371 -1.0326 1.2184 -0.344 -0.320 -0.416
C -1.1160 -2.1625 2.1293 0.386 0.311 0.479
C -0.1196 -3.1500 2.7662 -0.099 -0.006 -0.357
C -0.2301 -4.5864 2.2278 0.213 0.038 0.001
F 0.7097 -4.8137 1.2763 -0.192 0.062 0.168
F -1.4308 -4.8324 1.6543 0.203 -0.068 0.088
C 0.0798 -5.6534 3.3364 0.138 -0.246 -0.182
F 0.4443 -6.7981 2.7485 -0.154 0.311 0.193
F 1.1213 -5.1957 4.0598 -0.227 -0.179 -0.202
S -1.3564 -6.0866 4.5167 -0.002 0.026 0.144
F -2.0993 -6.7926 3.3104 0.071 0.044 0.122
F -2.0971 -4.7014 4.1714 0.018 -0.082 -0.015
F -0.6526 -5.3560 5.7428 -0.035 -0.011 -0.114
F -0.6414 -7.4370 4.9126 -0.030 0.114 -0.053
F -2.5607 -6.4527 5.4529 0.045 -0.010 -0.045
N 0.2011 0.1237 1.8432 -0.730 0.922 -0.183
S -0.8096 1.6460 1.7359 0.259 -0.331 0.067
C 0.6347 -0.1008 3.2925 0.450 0.055 0.365
N 0.8927 1.1069 4.0104 0.011 -0.351 0.106
C 1.3275 0.3934 0.8307 -0.047 0.226 -0.344
C 2.5469 1.2068 1.2634 0.088 -0.143 0.018
C 2.5723 2.6259 0.6591 0.036 0.380 0.264
C 3.6114 2.6707 -0.4556 0.063 0.417 -0.339
O 4.7645 2.4291 -0.2038 0.141 -0.309 0.027
N 3.1524 2.9894 -1.7349 -0.637 -0.962 0.617
C 3.3838 2.0708 -2.8191 0.450 0.294 -0.161
C 2.4988 2.1266 -3.8893 -0.066 -0.083 -0.125
C 2.6391 1.2510 -4.9536 0.145 -0.167 -0.006
C 3.6783 0.3253 -4.9678 -0.102 0.102 0.044
C 4.5735 0.2961 -3.9091 -0.121 -0.002 -0.101
C 4.4358 1.1621 -2.8321 0.054 -0.023 -0.050
C 1.5290 -0.8998 0.0181 0.164 0.163 0.232
F 1.9429 -0.4183 -1.2251 0.085 -0.028 0.076
P 2.7201 -2.3143 0.5739 0.054 -0.112 0.217
N 3.7439 -1.6837 1.7898 -0.148 0.149 -0.405
O 3.7589 -2.1534 -0.6747 -0.044 -0.228 0.074
H -4.2610 1.3490 -0.7886 -0.038 -0.026 -0.039
H -3.6674 2.7289 -1.6849 -0.010 -0.042 0.013
H -4.4412 1.4113 -2.5453 0.040 -0.054 -0.005
H -2.1838 0.3905 -0.9736 -0.072 -0.106 -0.085
H -1.4301 2.5673 -1.2339 -0.091 0.081 -0.037
H -2.1253 0.7385 -3.9643 -0.110 0.008 0.020
H -3.2147 -0.4511 -3.2312 0.012 -0.033 -0.055
H -0.5703 -0.8129 -3.8103 0.020 -0.029 -0.011
H -2.1721 -2.0966 -1.7240 -0.099 -0.118 -0.113
H -1.8373 -2.8132 -3.3142 -0.100 0.080 -0.013
H -0.0656 -3.8560 -2.1560 -0.160 -0.035 0.171
H 0.6966 -2.2640 -2.3198 0.064 -0.172 -0.061
H -0.3309 -0.6546 -0.8452 0.007 -0.213 -0.120
H -1.5688 -0.5532 0.9223 0.079 0.063 0.104
H -1.8713 -2.6939 1.5548 0.062 0.005 -0.090
H -1.6629 -1.6688 2.9388 -0.199 -0.180 -0.070
H 0.9143 -2.8414 2.6061 0.002 -0.164 0.000
H -0.2829 -3.1830 3.8408 0.020 0.043 0.013
H -1.8091 1.1926 2.5107 0.027 -0.044 0.068
H 1.5377 -0.7027 3.2507 -0.128 -0.248 -0.189
H -0.1581 -0.6799 3.7503 -0.028 -0.001 -0.043
H 0.2958 1.1975 4.8203 -0.108 0.149 -0.084
H 1.8487 1.1592 4.3324 0.031 0.123 -0.078
H 0.8325 1.0253 0.0844 -0.127 -0.204 -0.046
H 2.6845 1.2543 2.3404 -0.105 -0.038 -0.022
H 3.4186 0.6826 0.8816 0.070 -0.006 0.030
H 1.5864 2.9420 0.3130 -0.028 -0.036 0.034
H 2.8845 3.3451 1.4183 0.025 -0.026 -0.037
H 2.1571 3.1625 -1.6823 0.017 0.242 -0.233
H 1.6921 2.8505 -3.8963 -0.002 0.012 0.073
H 1.9432 1.2889 -5.7825 -0.007 0.058 0.038
H 3.7919 -0.3570 -5.8002 0.009 0.033 0.000
H 5.3972 -0.4060 -3.9301 0.001 0.017 0.080
H 5.1477 1.1212 -2.0220 -0.029 0.096 0.003
H 3.2840 -1.2812 2.5898 0.166 -0.138 0.296
H 4.4933 -1.0845 1.4637 -0.004 0.091 -0.003
H 4.0017 -3.0211 -1.0172 0.062 0.039 -0.082
C -5.2039 7.3803 -0.7252 -0.044 0.065 -0.004
C -3.8730 7.0300 -1.3604 -0.003 -0.022 0.067
O -3.5288 5.8267 -0.6896 -0.009 -0.083 -0.223
C -4.6798 5.2318 -0.2722 -0.033 0.121 0.059
O -4.7508 4.1126 0.1129 0.057 -0.052 0.147
O -5.7135 6.0875 -0.3748 -0.005 0.040 -0.005
F -2.9213 7.9583 -1.1245 0.008 -0.018 0.093
H -5.0543 7.9693 0.1802 0.065 0.028 -0.019
H -5.8919 7.8903 -1.3918 -0.067 -0.128 -0.023
H -3.9170 6.8362 -2.4332 0.065 0.076 -0.021
```
Positions in Å, forces in eV/Å.

These are the Löwdin partial charges, in e, on atoms 1 to 6: -0.024 -0.419 -0.056 -0.170 -0.066 -0.174

***

Below is one molecule with the formula C2H3NO3S, with properties calculated with ωB97M-V with the def2-TZVPD basis set.

## Properties
- Gap between HOMO and LUMO (spin up / spin down): 9.156 / 6.854 eV

```
10
Properties=species:S:1:pos:R:3:forces:R:3
C 0.2351 -0.1764 1.0944 0.845 -2.730 0.335
C 1.0360 -1.1265 0.1177 -1.127 -1.066 0.136
N -0.8250 0.3615 0.7442 -2.087 3.370 1.799
O 0.6225 -0.8243 -1.1122 -0.086 0.461 -1.479
O -1.2499 3.0297 -1.4669 -0.561 -2.494 0.275
O -1.2799 0.4904 -0.5566 1.761 -2.265 -0.249
S -1.8442 1.6510 -1.5227 0.166 2.792 -0.008
H 0.4128 -0.2416 2.2390 -0.267 0.225 -2.149
H 2.0809 -0.9115 0.1939 1.024 0.119 0.481
H 0.8118 -2.2523 0.2693 0.332 1.589 0.858
```
Positions in Å, forces in eV/Å.

These are the Löwdin partial charges, in e, on atoms 1 to 6: -0.077 -0.296 0.019 -0.025 -0.520 -0.498

***

Below is a 2-piece molecular cluster, C3H6FN overall, with properties calculated with ωB97M-V with the def2-TZVPD basis set.

## Properties
- Spin multiplicity: 3
- Gap between HOMO and LUMO (spin up / spin down): 7.334 / 8.762 eV
- Expectation value of S²: 2.00

```
11
Properties=species:S:1:pos:R:3:forces:R:3
C -1.8399 -0.4288 0.1225 -0.145 -1.191 -1.401
C -1.0583 0.6584 -0.0443 -1.758 -2.482 1.902
C 1.7639 -0.8623 0.4403 1.542 -0.138 2.851
N 1.6526 0.0125 -0.5390 -0.704 0.023 -3.016
F 2.3979 -0.3274 1.5142 -0.339 -0.917 0.348
H -2.6308 -0.8292 -0.6927 1.922 1.252 2.054
H -1.5967 -1.1430 0.9461 -0.564 0.712 -0.641
H -0.3560 0.9153 0.7274 0.174 0.181 -0.052
H -1.2575 1.2720 -0.8422 -0.095 1.661 -1.736
H 0.9018 -0.2036 -1.1657 -0.126 0.686 -0.364
H 2.0230 0.9360 -0.4665 0.094 0.213 0.055
```
Positions in Å, forces in eV/Å.

These are the Löwdin partial charges, in e, on atoms 1 to 6: -0.084 -0.123 -0.157 0.019 -0.025 0.095

***

Below is one molecule with the formula C4H7N3, with properties calculated with ωB97M-V with the def2-TZVPD basis set.

## Properties
- SMILES: [H]/N=N\C#CNCC
- Gap between HOMO and LUMO: 9.515 eV

```
14
Properties=species:S:1:pos:R:3:forces:R:3
H 2.4350 -1.4588 -0.6555 -0.162 -0.048 0.305
N 2.7423 -1.3070 0.3294 1.118 -0.016 0.114
N 2.9845 -0.0901 0.4880 0.076 -0.531 0.046
C 2.5672 0.8322 -0.4801 -0.460 -0.494 -0.259
C 1.3008 0.5094 -0.4494 -0.432 0.808 0.008
N 0.1785 0.6381 0.1744 0.223 0.240 -0.090
C -0.9119 -0.3333 0.2419 -0.094 -0.071 -0.109
C -2.2044 0.2867 -0.2489 -0.120 0.010 -0.043
H 0.1031 1.4527 0.7703 -0.129 -0.113 0.251
H -0.6156 -1.2072 -0.3440 -0.020 0.202 -0.002
H -0.9969 -0.6651 1.2855 0.036 0.105 -0.212
H -2.0999 0.5877 -1.2950 -0.091 -0.046 0.118
H -2.4514 1.1761 0.3418 -0.005 -0.128 -0.089
H -3.0312 -0.4214 -0.1581 0.059 0.084 -0.037
```
Positions in Å, forces in eV/Å.

These are the Löwdin partial charges, in e, on atoms 1 to 6: 0.037 0.018 -0.136 -0.093 -0.148 0.013

***

Here are the calculated largest force on an atom numbers, same order: 2.054, 3.012, 1.308, 4.353, 3.587, 1.124 (eV/Å).
Here are the calculated E numbers, same order: -18220.75238, -10082.49045, -110236.73946, -20583.63739, -7409.65906, -8726.55737 (eV).